The following is a DFT calculation (ωB97M-V with the def2-TZVPD basis set) of C22H29N4O2PdSSe4 as an isolated structure.

Calculated values
- ΔE to the lowest compared entry with this formula, charge and spin: 133.8 kJ/mol
- E_HOMO (spin up / spin down): -3.4 / -3.4 eV
- Lowest unoccupied orbital energy (spin up / spin down): 2.2 / 2.2 eV
- Gap between HOMO and LUMO (spin up / spin down): 5.59 / 5.58 eV
- Largest force on an atom: 1.335 eV Å⁻¹

```
! wB97M-V def2-TZVPD RIJCOSX def2/J DEFGRID3
* xyz -1 1
Pd -0.212 -0.921 -0.720
C -5.067 -4.426 0.605
C -4.106 -3.931 -0.467
N -4.273 -2.522 -0.799
C -5.433 -2.140 -1.595
C -6.526 -1.461 -0.781
C -3.441 -1.560 -0.328
S -2.408 -2.050 1.008
N -3.595 -0.348 -0.775
C -2.731 0.606 -1.129
O -1.645 0.455 -1.717
C -3.211 2.019 -0.942
C -4.555 2.342 -0.825
C -4.942 3.667 -0.669
C -3.983 4.669 -0.617
C -2.636 4.344 -0.723
C -2.249 3.023 -0.890
H -4.865 -5.473 0.839
H -6.105 -4.353 0.273
H -4.952 -3.844 1.520
H -4.242 -4.495 -1.393
H -3.072 -4.087 -0.166
H -5.812 -3.058 -2.047
H -5.102 -1.482 -2.400
H -6.918 -2.127 -0.011
H -7.350 -1.161 -1.431
H -6.129 -0.572 -0.292
H -5.291 1.550 -0.864
H -5.993 3.915 -0.585
H -4.285 5.701 -0.484
H -1.884 5.123 -0.673
H -1.207 2.739 -0.963
Se -1.284 -0.210 1.487
Se 1.726 -2.283 0.006
Se 1.368 -2.039 -2.264
Se -0.756 -2.919 -2.721
C 7.258 1.173 3.071
C 6.039 0.263 3.124
N 5.245 0.292 1.902
C 5.303 -0.869 1.020
C 6.618 -0.990 0.266
C 4.418 1.360 1.729
O 4.324 2.242 2.573
C 3.613 1.427 0.466
C 4.204 1.533 -0.783
C 3.393 1.644 -1.902
C 2.019 1.630 -1.720
N 1.444 1.524 -0.527
C 2.226 1.439 0.541
H 7.840 1.084 3.991
H 6.942 2.210 2.964
H 7.905 0.917 2.231
H 5.398 0.566 3.952
H 6.340 -0.774 3.286
H 4.459 -0.836 0.336
H 5.150 -1.760 1.637
H 6.840 -0.075 -0.285
H 6.565 -1.815 -0.447
H 7.454 -1.185 0.941
H 5.283 1.539 -0.879
H 3.812 1.728 -2.895
H 1.343 1.695 -2.566
H 1.731 1.347 1.502
*
```

Atom charges from the Löwdin analysis, given in e for atoms 1 to 2: Pd 0.004; C -0.084